{
  "formula": "C40H30FFeIN6O7",
  "method": "ωB97M-V with the def2-TZVPD basis set",
  "elements": ["Fe", "C", "C", "N", "C", "C", "C", "O", "C", "C", "N", "C", "C", "C", "C", "C", "C", "I", "C", "O", "H", "H", "H", "H", "H", "H", "H", "H", "H", "H", "H", "H", "O", "N", "O", "C", "C", "C", "C", "C", "C", "N", "C", "C", "N", "C", "C", "C", "C", "H", "H", "H", "H", "H", "H", "H", "C", "C", "C", "C", "C", "C", "C", "F", "C", "C", "C", "O", "C", "C", "N", "C", "C", "O", "O", "H", "H", "H", "H", "H", "H", "H", "H", "H", "H", "H"],
  "positions_angstrom": [[1.17, 1.15, -1.73], [-0.94, 5.02, -2.59], [-0.51, 4.89, -1.16], [-1.01, 5.70, -0.25], [-0.59, 5.61, 1.03], [0.34, 4.71, 1.46], [0.79, 4.70, 2.90], [2.19, 4.94, 3.04], [0.87, 3.80, 0.51], [1.86, 2.82, 0.88], [2.32, 1.92, 0.09], [3.44, 1.17, 0.51], [4.42, 1.69, 1.36], [5.52, 0.94, 1.73], [5.68, -0.35, 1.25], [4.74, -0.87, 0.37], [3.65, -0.11, 0.00], [2.75, 1.16, -3.68], [0.45, 3.88, -0.81], [0.86, 3.05, -1.73], [-1.86, 5.60, -2.65], [-0.16, 5.53, -3.16], [-1.07, 4.04, -3.04], [-1.04, 6.32, 1.73], [0.20, 5.42, 3.46], [0.62, 3.72, 3.35], [2.36, 5.87, 2.86], [2.25, 2.89, 1.89], [4.32, 2.71, 1.71], [6.26, 1.37, 2.39], [6.54, -0.94, 1.52], [4.87, -1.86, -0.07], [-5.65, -0.76, -5.36], [-4.57, -1.27, -5.14], [-4.20, -2.32, -5.64], [-3.67, -0.59, -4.19], [-4.23, 0.38, -3.45], [-3.48, 1.09, -2.47], [-4.05, 2.04, -1.61], [-3.28, 2.59, -0.63], [-1.93, 2.24, -0.56], [-1.35, 1.41, -1.41], [-2.12, 0.81, -2.32], [-1.51, -0.21, -3.13], [-0.19, -0.42, -2.93], [0.40, -1.41, -3.58], [-0.29, -2.23, -4.47], [-1.61, -2.00, -4.72], [-2.27, -0.96, -4.04], [-5.28, 0.61, -3.59], [-5.10, 2.30, -1.72], [-3.69, 3.29, 0.09], [-1.30, 2.64, 0.23], [1.46, -1.55, -3.40], [0.24, -3.04, -4.96], [-2.14, -2.61, -5.43], [1.65, -5.84, 2.15], [0.76, -4.80, 2.80], [-0.61, -5.38, 3.15], [-1.41, -4.36, 3.94], [-1.49, -3.05, 3.18], [-2.53, -2.18, 3.40], [-2.60, -0.98, 2.70], [-3.64, -0.17, 2.93], [-1.65, -0.62, 1.79], [-0.58, -1.49, 1.56], [0.44, -1.08, 0.60], [0.40, 0.05, 0.07], [1.42, -2.08, 0.31], [1.42, -3.27, 0.99], [0.57, -3.58, 1.96], [-0.50, -2.71, 2.24], [2.35, -1.90, -0.81], [2.66, -2.74, -1.60], [2.77, -0.59, -0.97], [1.66, -6.72, 2.79], [2.69, -5.51, 2.05], [1.27, -6.14, 1.17], [1.23, -4.46, 3.73], [-0.47, -6.28, 3.74], [-1.13, -5.65, 2.23], [-0.93, -4.18, 4.90], [-2.41, -4.72, 4.14], [-3.31, -2.43, 4.10], [-1.71, 0.31, 1.25], [2.18, -4.01, 0.75]],
  "mulliken_charge": [0.272, -1.284, 1.004, -0.619, -1.171, 1.428, -1.055, -0.503, 0.397, -0.949, -0.139, 0.042, -0.504, -0.881, -0.722, -0.764, 0.302, -0.189, 0.705, -1.024, 0.364, 0.360, 0.231, 0.380, 0.432, 0.333, 0.338, 0.944, 0.669, 0.428, 0.453, 0.546, -0.601, 1.001, -0.614, -0.553, -0.480, 1.366, -1.023, -1.621, -1.105, 1.357, -1.423, -0.152, 0.531, -0.315, -1.369, -0.484, 1.025, 0.604, 0.484, 0.571, 1.026, 0.570, 0.470, 0.587, -1.930, 0.616, -0.937, -1.135, 0.900, -0.671, -0.107, -0.351, -0.743, 1.104, 0.216, 1.137, 0.122, -0.326, 0.202, -1.098, -0.313, -0.527, 0.220, 0.430, 0.518, 0.383, 0.161, 0.366, 0.333, 0.341, 0.472, 0.544, 0.810, 0.584],
  "total_charge": 1,
  "e_lumo_ev": [-3.37, -3.85],
  "homo_ev": [-10.636, -10.536],
  "multiplicity": 6,
  "orbital_gap_ev": [7.27, 6.69],
  "e_tot_ev": -110440.5648
}



{
  "formula": "C4H4O3S",
  "method": "ωB97M-V with the def2-TZVPD basis set",
  "elements": ["C", "C", "C", "C", "H", "H", "H", "H", "O", "O", "O", "S"],
  "positions_angstrom": [[2.32, 0.04, 0.02], [0.86, -0.44, 0.18], [-0.02, 0.52, -0.03], [-1.59, 0.63, 0.17], [2.67, -1.80, 0.39], [0.63, -1.59, 0.48], [0.59, 1.50, -0.20], [-3.80, -0.66, -0.27], [3.22, -1.04, 0.01], [2.70, 1.18, -0.21], [-2.17, 1.61, 0.13], [-2.47, -1.00, -0.12]],
  "mulliken_charge": [0.759, -0.096, -0.370, 0.437, 0.309, 0.088, 0.312, 0.179, -0.438, -0.513, -0.365, -0.301],
  "e_lumo_ev": -0.78,
  "homo_ev": -10.229,
  "orbital_gap_ev": 9.45,
  "e_tot_ev": -21188.7227
}



{
  "formula": "C55H70N20O5",
  "method": "ωB97M-V with the def2-TZVPD basis set",
  "elements": ["C", "O", "N", "N", "H", "H", "H", "H", "C", "O", "N", "N", "H", "H", "H", "H", "C", "O", "N", "N", "H", "H", "H", "H", "C", "O", "N", "N", "H", "H", "H", "H", "C", "O", "N", "N", "H", "H", "H", "H", "N", "C", "C", "C", "C", "C", "H", "H", "H", "H", "H", "N", "C", "C", "C", "C", "C", "H", "H", "H", "H", "H", "N", "C", "C", "C", "C", "C", "H", "H", "H", "H", "H", "N", "C", "C", "C", "C", "C", "H", "H", "H", "H", "H", "N", "C", "C", "C", "C", "C", "H", "H", "H", "H", "H", "N", "C", "C", "C", "C", "C", "H", "H", "H", "H", "H", "N", "C", "C", "C", "C", "C", "H", "H", "H", "H", "H", "N", "C", "C", "C", "C", "C", "H", "H", "H", "H", "H", "N", "C", "C", "C", "C", "C", "H", "H", "H", "H", "H", "N", "C", "C", "C", "C", "C", "H", "H", "H", "H", "H"],
  "positions_angstrom": [[14.87, 19.85, 15.41], [14.75, 20.62, 16.34], [15.56, 18.62, 15.62], [14.34, 20.04, 14.11], [16.12, 18.62, 16.46], [15.91, 18.06, 14.84], [13.91, 20.91, 13.86], [14.60, 19.39, 13.35], [13.91, 13.16, 16.47], [14.52, 12.97, 15.35], [14.27, 12.63, 17.71], [12.83, 13.98, 16.50], [13.76, 12.88, 18.53], [15.15, 12.14, 17.82], [12.69, 14.38, 15.58], [11.99, 13.92, 17.10], [14.50, 18.56, 19.12], [14.32, 17.88, 20.07], [15.80, 19.06, 18.84], [13.38, 18.85, 18.34], [16.44, 18.54, 19.37], [15.89, 19.67, 18.06], [13.29, 19.72, 17.86], [12.55, 18.63, 18.83], [12.20, 14.39, 19.89], [13.08, 13.71, 20.34], [12.19, 15.75, 19.95], [11.16, 13.83, 19.07], [13.04, 16.23, 20.09], [11.64, 16.17, 19.20], [10.71, 13.00, 19.51], [10.46, 14.54, 18.82], [14.61, 16.06, 13.18], [14.91, 17.25, 13.03], [13.88, 15.41, 12.15], [15.01, 15.36, 14.28], [13.41, 16.03, 11.49], [13.53, 14.47, 12.31], [15.50, 15.95, 14.92], [14.85, 14.39, 14.49], [16.53, 10.28, 22.33], [15.69, 11.15, 21.83], [15.19, 12.24, 22.53], [15.72, 12.50, 23.77], [16.71, 11.69, 24.25], [17.04, 10.54, 23.52], [15.31, 10.80, 20.88], [14.34, 12.82, 22.17], [15.29, 13.18, 24.49], [17.10, 11.85, 25.22], [17.71, 9.78, 23.88], [18.39, 10.03, 11.46], [18.84, 11.25, 11.84], [18.11, 12.18, 12.57], [16.83, 11.80, 12.89], [16.32, 10.54, 12.51], [17.17, 9.71, 11.86], [19.84, 11.45, 11.38], [18.59, 13.07, 12.96], [16.17, 12.49, 13.48], [15.27, 10.27, 12.76], [16.92, 8.66, 11.67], [23.86, 11.38, 16.33], [23.46, 10.10, 16.42], [22.54, 9.45, 15.57], [21.93, 10.29, 14.66], [22.30, 11.59, 14.55], [23.27, 12.09, 15.38], [23.92, 9.47, 17.19], [22.42, 8.39, 15.68], [21.07, 9.86, 14.07], [21.80, 12.20, 13.79], [23.69, 13.12, 15.19], [16.50, 10.36, 17.70], [16.93, 9.21, 18.21], [17.68, 8.26, 17.58], [18.17, 8.56, 16.33], [17.91, 9.80, 15.78], [17.06, 10.64, 16.51], [16.78, 8.99, 19.26], [17.99, 7.41, 18.15], [18.85, 7.82, 15.88], [18.45, 10.15, 14.93], [16.74, 11.59, 16.09], [21.78, 12.14, 20.92], [20.64, 11.52, 21.17], [19.77, 10.98, 20.24], [20.11, 11.11, 18.85], [21.25, 11.82, 18.53], [22.02, 12.28, 19.62], [20.39, 11.47, 22.21], [18.84, 10.53, 20.51], [19.48, 10.77, 18.08], [21.54, 12.02, 17.50], [22.93, 12.78, 19.39], [21.16, 15.03, 14.80], [21.37, 15.13, 16.12], [21.01, 16.15, 16.98], [20.24, 17.17, 16.41], [19.96, 17.10, 15.06], [20.36, 16.02, 14.33], [21.89, 14.23, 16.56], [21.31, 16.15, 18.02], [19.94, 17.99, 17.02], [19.35, 17.82, 14.56], [20.23, 15.98, 13.27], [16.93, 15.66, 16.83], [16.06, 15.55, 17.83], [16.23, 14.60, 18.83], [17.34, 13.77, 18.83], [18.27, 13.95, 17.85], [18.00, 14.84, 16.86], [15.14, 16.12, 17.84], [15.45, 14.53, 19.59], [17.40, 13.01, 19.64], [19.13, 13.30, 17.86], [18.66, 15.03, 16.03], [10.60, 16.87, 17.47], [11.58, 17.03, 16.59], [11.43, 17.81, 15.45], [10.19, 18.42, 15.26], [9.19, 18.24, 16.19], [9.46, 17.47, 17.33], [12.43, 16.40, 16.72], [12.24, 18.02, 14.75], [10.08, 18.92, 14.29], [8.22, 18.63, 15.98], [8.71, 17.34, 18.18], [19.48, 15.80, 20.57], [18.51, 16.69, 20.73], [17.56, 16.60, 21.75], [17.68, 15.58, 22.71], [18.74, 14.67, 22.52], [19.62, 14.84, 21.49], [18.44, 17.47, 19.99], [16.79, 17.35, 21.82], [17.01, 15.45, 23.56], [18.95, 13.92, 23.24], [20.53, 14.24, 21.40], [17.97, 15.62, 11.82], [17.76, 16.93, 12.02], [17.71, 17.87, 11.04], [17.66, 17.43, 9.72], [17.76, 16.09, 9.43], [17.95, 15.27, 10.54], [17.74, 17.24, 13.03], [17.53, 18.88, 11.27], [17.47, 18.18, 8.92], [17.76, 15.82, 8.40], [17.87, 14.24, 10.31]],
  "mulliken_charge": [0.266, -0.735, 0.295, -0.235, -0.006, -0.105, 0.220, 0.200, 0.345, -0.730, 0.090, -0.117, 0.117, -0.024, 0.221, 0.225, 0.249, -0.714, -0.343, -0.157, 0.197, 0.213, 0.225, 0.277, 0.533, -0.561, -0.372, -0.490, 0.310, 0.182, 0.261, 0.166, 0.536, -0.664, -0.436, 1.395, 0.287, 0.168, -0.905, -0.097, -0.482, -0.197, -0.054, -0.567, -0.394, -0.561, 0.473, 0.385, 0.468, 0.517, 0.415, -0.638, -0.313, -0.411, 0.383, -0.364, -0.403, 0.381, 0.355, 0.234, 0.353, 0.376, -0.566, -0.132, -0.743, 0.093, -0.032, -0.558, 0.336, 0.439, 0.358, 0.383, 0.426, 0.104, -0.281, -0.703, -0.391, -0.526, -0.370, 0.363, 0.410, 0.384, 0.434, 0.328, -0.687, -0.575, -0.187, -0.413, 0.046, -0.741, 0.462, 0.412, 0.930, 0.399, 0.483, -0.354, 0.253, -0.552, -0.310, -0.410, -0.722, 0.008, 0.402, 0.460, 0.553, 0.669, 0.923, 0.420, -1.271, 0.003, 0.331, -1.080, 0.276, 0.298, -0.145, -0.286, 0.498, -0.091, -0.191, -0.588, -0.471, -0.688, -0.368, 0.877, 0.322, 0.390, 0.410, 0.333, -0.184, -0.409, -0.197, -0.567, -0.162, -0.691, 0.308, 0.406, 0.413, 0.524, 0.549, 0.331, -0.172, -0.982, -0.171, -0.967, -0.113, 0.501, 0.452, 0.323, 0.450, 0.330],
  "e_lumo_ev": 0.39,
  "homo_ev": -9.018,
  "orbital_gap_ev": 9.41,
  "e_tot_ev": -98213.3179
}